1.
Molecular formula: C25H32Cl5N6OSTi
Method: DFT, ωB97M-V with the def2-TZVPD basis set

E   -133988.0257 eV
Expectation value of S²   2.004
Spin multiplicity   3
E_LUMO (spin up / spin down)   -1.85 / -1.98 eV
Charge   +1
Gap between HOMO and LUMO (spin up / spin down)   7.2 / 8.9 eV

The geometry in XYZ format:
```
71
Properties=species:S:1:pos:R:3:forces:R:3:mulliken_spin:R:1
Ti -0.380379 0.194921 -0.145699 0.39 1.06 -1.03 1.9330
Cl -1.926214 0.605871 2.373487 -0.51 0.88 -0.77 0.0173
C -0.704791 -0.614654 2.538773 -2.38 -0.78 3.19 -0.1387
C 0.323097 -0.669912 1.688431 1.16 0.17 -1.67 0.1686
C 1.183967 -1.686808 1.868961 1.42 -2.76 2.02 -0.0604
Cl 2.507606 -2.059983 0.695620 -0.87 0.67 0.59 0.0010
C 1.071776 -2.632962 3.005508 0.25 1.06 -2.63 -0.0084
Cl 2.104716 -4.019024 3.007461 -0.23 0.20 0.48 -0.0009
C -0.035671 -2.523970 3.826158 -0.77 -0.09 -0.57 0.0126
Cl -0.483643 -3.805481 4.884972 0.46 -0.09 0.23 0.0020
C -0.993275 -1.506926 3.581619 1.35 -0.25 0.25 -0.0078
Cl -2.361277 -1.444863 4.644077 0.14 0.35 -0.57 -0.0006
C 2.644881 1.854894 -1.438737 0.49 0.37 -1.13 0.0327
N 1.837577 2.290243 -2.613202 -1.19 -1.80 1.32 -0.0044
C 2.435042 2.931232 -3.781869 0.21 -1.34 -0.59 0.0003
C 1.188089 3.098306 -4.604312 -1.32 1.18 -0.76 -0.0001
N 0.380167 1.924982 -4.267146 1.55 0.78 1.00 -0.0002
C -0.784576 1.754082 -5.076970 -1.60 0.02 1.74 0.0002
C 0.721028 1.485634 -3.005073 1.76 1.36 -0.89 0.0216
N 0.304260 0.471078 -2.328093 -1.46 -0.76 0.16 0.0621
C -0.596776 -0.495658 -3.087956 1.13 1.06 1.38 0.0017
C -0.507806 -1.831644 -2.391386 2.17 1.77 -0.49 0.0510
N -0.889037 -1.663009 -1.012333 -0.98 -0.39 -0.28 -0.0665
C -1.266710 -2.792924 -0.434441 0.10 1.67 1.05 -0.0021
N -2.183500 -2.813554 0.562745 0.20 -1.90 1.00 -0.0054
C -3.334229 -1.987134 0.606776 -0.99 -0.01 -1.05 0.0013
C -2.320170 -4.197663 1.135687 0.55 1.08 -1.26 0.0004
C -1.409057 -4.988399 0.227348 0.36 -1.14 -1.58 0.0009
N -0.740609 -3.971740 -0.604957 1.05 -2.07 -0.93 -0.0017
C 0.523685 -4.403468 -1.309643 -0.84 1.70 2.72 -0.0011
H 2.624694 0.779356 -1.260246 -0.54 -0.09 -0.15 0.0073
H 2.364372 2.369434 -0.502486 0.24 -0.14 -0.68 -0.0095
H 3.689173 2.026645 -1.740702 -0.20 0.35 0.52 0.0031
H 3.226827 2.314246 -4.312227 -0.80 0.38 0.70 0.0001
H 2.847978 3.863098 -3.495499 0.55 0.92 0.15 0.0000
H 1.161394 3.134314 -5.704072 1.10 -0.02 0.31 0.0000
H 0.697739 4.099253 -4.327942 0.17 -1.37 0.08 0.0001
H -1.557852 1.366976 -4.370515 0.12 0.46 -1.04 0.0001
H -0.604732 0.984795 -5.822117 -0.25 0.42 -0.60 -0.0001
H -1.100758 2.780820 -5.413332 0.15 -1.33 -0.18 -0.0001
H -0.245070 -0.476375 -4.092590 0.23 -0.68 -0.88 0.0019
H -1.615373 -0.176188 -3.096929 -0.87 0.32 0.17 0.0071
H 0.533501 -2.130120 -2.514900 0.22 -0.16 0.14 -0.0026
H -1.061330 -2.500604 -2.965387 -1.42 -1.50 -0.62 0.0044
H -3.030196 -1.078909 0.062660 -0.73 -0.01 0.51 0.0249
H -3.615811 -1.833071 1.654462 -0.07 0.36 -0.36 -0.0002
H -4.184177 -2.510390 0.045749 0.78 0.84 0.75 0.0019
H -3.321172 -4.562058 1.032801 -0.77 0.08 0.12 0.0000
H -2.011088 -4.233698 2.162774 0.10 0.12 0.57 0.0001
H -1.960504 -5.681498 -0.523037 0.86 0.69 1.67 -0.0002
H -0.610314 -5.499292 0.798204 -0.64 -0.18 -0.40 0.0002
H 0.750734 -5.230485 -0.677528 0.90 -0.86 -0.05 -0.0002
H 1.298862 -3.626655 -1.138680 -0.53 -0.59 -0.54 -0.0009
H 0.352369 -4.720995 -2.299349 -0.12 -0.08 -1.22 -0.0002
C 0.817560 4.642076 0.627146 0.42 -0.18 0.90 0.0011
S -0.400073 3.409839 1.074184 -0.65 1.27 -0.24 -0.0061
O -0.077378 2.291985 0.097413 0.22 -0.33 0.41 -0.0525
C 0.225954 3.114110 2.712796 -0.79 -0.74 -0.57 -0.0004
C -0.521716 3.657545 3.761878 -0.17 -0.50 0.76 -0.0006
C -0.302271 3.240818 5.075803 1.37 -0.13 -1.37 -0.0004
C 0.679587 2.269009 5.317432 -0.54 0.97 1.71 0.0009
C 1.363417 1.754701 4.249128 1.38 -0.49 -1.17 -0.0017
C 1.178251 2.139052 2.891752 -0.11 0.30 2.58 0.0112
H 1.728867 4.045861 0.640317 0.30 0.38 0.02 0.0003
H 0.850349 5.446371 1.383192 -0.06 -0.46 -0.33 -0.0004
H 0.654160 5.034293 -0.350230 -0.34 0.20 -0.71 -0.0002
H -1.335178 4.345299 3.595014 0.00 0.23 -0.34 -0.0002
H -0.721800 3.758454 5.895141 -0.83 0.29 0.62 0.0000
H 0.914173 2.085996 6.424648 -0.15 -0.27 -2.01 0.0001
H 2.192898 1.089300 4.420128 0.04 -0.38 0.20 -0.0001
H 1.815773 1.715255 2.139333 -0.15 -0.10 -0.38 0.0040
```
Positions in Å, forces in eV/Å.


2.
Molecular formula: C25H32ClO4P2Pr
Method: DFT, ωB97M-V with the def2-TZVPD basis set

E   -79788.0762 eV
Expectation value of S²   2.004
Spin multiplicity   3
E_LUMO (spin up / spin down)   -8.25 / -8.21 eV
Charge   +2
Gap between HOMO and LUMO (spin up / spin down)   5.5 / 5.6 eV

The geometry in XYZ format:
```
65
Properties=species:S:1:pos:R:3:forces:R:3:mulliken_spin:R:1
Pr -0.207383 -0.694390 0.776687 0.13 -2.02 -0.31 2.0307
Cl 0.016076 -3.043141 -0.167454 0.11 0.80 0.17 -0.0184
C 0.090768 2.162235 0.470978 0.31 4.15 0.05 0.0046
O 0.168202 3.307124 0.391862 -0.23 -3.94 0.21 -0.0001
P 0.003181 0.176492 -2.050888 0.13 -0.62 -1.32 -0.0046
C -1.546589 -0.212819 -2.927364 -0.50 -0.32 0.22 -0.0024
C 0.481732 1.769422 -2.745012 0.33 0.75 0.04 0.0008
C 1.253563 -1.003240 -2.700551 0.20 -0.10 0.20 0.0012
C 1.684889 1.961986 -3.445524 -0.23 -0.10 0.12 -0.0005
C 1.997452 3.223435 -3.951234 0.20 0.21 -0.04 0.0001
C 1.134827 4.304445 -3.756940 -0.22 -0.13 0.17 -0.0005
C -0.061375 4.119727 -3.042887 0.30 -0.24 -0.03 0.0001
C -0.378185 2.859997 -2.527108 0.34 0.29 -0.47 -0.0007
H 2.373358 1.124818 -3.596788 -0.28 0.33 0.01 0.0000
H 2.941837 3.367274 -4.491175 -0.48 -0.07 0.22 0.0000
H 1.391509 5.296417 -4.146799 -0.12 -0.48 0.15 0.0000
H -0.734365 4.959751 -2.879410 0.14 -0.20 -0.06 0.0000
H -1.308135 2.730674 -1.974296 0.07 -0.02 -0.16 0.0001
C -2.496710 -1.056446 -2.308996 0.32 0.39 -0.21 -0.0014
C -3.682141 -1.366449 -2.963364 -0.56 -0.24 -0.09 0.0006
C -3.953290 -0.860118 -4.241839 0.65 0.31 0.08 -0.0001
C -3.006078 -0.024058 -4.858457 -0.23 -0.27 0.29 -0.0002
C -1.815295 0.297517 -4.203820 -0.06 0.00 0.00 -0.0004
H -2.305607 -1.497355 -1.317377 -0.06 0.10 -0.42 0.0006
H -4.425103 -2.013846 -2.477804 0.42 0.29 -0.22 0.0000
H -4.884066 -1.107091 -4.757765 0.33 0.07 0.24 0.0000
H -3.201023 0.382050 -5.849900 0.05 -0.11 0.23 0.0000
H -1.091689 0.956594 -4.690662 -0.25 -0.21 0.15 -0.0001
C 1.058591 -1.719124 -3.889757 -0.09 0.38 0.34 0.0005
C 2.056647 -2.566966 -4.356630 0.36 -0.30 -0.03 0.0001
C 3.249297 -2.745498 -3.643009 -0.65 0.60 0.36 -0.0001
C 3.423094 -2.051056 -2.433736 0.33 -0.31 -0.21 -0.0005
C 2.442341 -1.188435 -1.965356 -0.49 0.01 -0.26 0.0007
H 0.120926 -1.600544 -4.439617 0.39 -0.10 0.12 -0.0001
H 1.902842 -3.109094 -5.289375 0.03 0.13 0.23 0.0000
H 4.020851 -3.412978 -4.012148 -0.11 0.10 0.07 0.0000
H 4.340102 -2.194943 -1.859616 -0.27 0.06 -0.17 0.0000
H 2.600900 -0.658936 -1.012434 0.01 -0.09 -0.36 -0.0020
H -3.137164 -3.926224 -0.006737 0.32 -0.28 -0.03 0.0000
H -2.493552 -4.316754 -0.069149 -0.45 0.26 0.03 -0.0001
C 0.546015 3.006897 5.053652 0.22 -0.05 0.35 0.0008
C 0.376753 2.281624 3.741110 0.12 0.64 0.22 0.0030
O -1.014537 1.785020 3.696223 -0.82 -2.31 -1.43 0.0005
P -1.823901 0.421327 3.324249 1.53 0.03 3.89 0.0024
O -1.821374 -0.379131 4.713086 -0.38 0.95 -2.36 0.0009
C -1.178418 0.003336 5.959110 -0.40 0.17 0.87 -0.0002
C 0.254478 -0.430660 6.092543 0.38 -0.19 -0.03 0.0004
O -0.797414 -1.667957 2.620538 -0.01 1.02 -0.54 -0.0133
C -0.165079 -2.677864 3.432001 -0.18 0.37 0.04 0.0003
C 1.332084 -2.475724 3.343051 -0.06 0.03 -0.06 0.0006
H -0.272663 3.716775 5.216923 0.12 -0.20 -0.11 -0.0001
H 1.478110 3.584554 5.072716 -0.13 -0.21 -0.14 0.0000
H 0.579917 2.290757 5.882178 -0.01 0.27 -0.11 0.0000
H 0.457279 2.979579 2.907226 0.00 -0.13 0.12 -0.0010
H 1.095326 1.455058 3.603365 -0.43 0.13 0.13 -0.0006
H -1.298394 1.079461 6.080989 0.02 -0.06 0.01 0.0000
H -1.791475 -0.508235 6.696276 -0.02 0.13 0.10 0.0000
H 0.902667 0.012522 5.329318 -0.07 -0.14 0.06 -0.0005
H 0.626390 -0.084947 7.063672 -0.14 0.05 -0.12 0.0000
H 0.373927 -1.520043 6.102213 -0.09 0.28 -0.15 0.0001
H -0.549241 -2.582843 4.450568 0.08 0.04 -0.04 -0.0007
H -0.457028 -3.673737 3.084755 -0.12 0.23 -0.26 -0.0009
H 1.576058 -1.450534 3.638595 0.11 -0.03 0.14 0.0006
H 1.867748 -3.165556 3.996713 0.08 0.06 -0.11 0.0001
H 1.677550 -2.630137 2.310396 0.00 -0.17 0.18 -0.0008
```
Positions in Å, forces in eV/Å.


3.
Molecular formula: C25H32F3N4ORhSe3
Method: DFT, ωB97M-V with the def2-TZVPD basis set

E   -241637.3148 eV
E_LUMO   -6.81 eV
Charge   +2
Gap between HOMO and LUMO   7.5 eV

The geometry in XYZ format:
```
69
Properties=species:S:1:pos:R:3:forces:R:3:mulliken_charge:R:1
Rh 0.367556 -0.076126 0.231095 0.15 0.34 -0.14 -0.3638
C 0.517842 1.606144 3.375794 0.01 0.04 0.00 -1.0413
Se 0.195184 -0.161748 2.636360 -0.16 -0.04 0.08 0.3168
C 1.910167 -0.860920 3.219175 -0.02 -0.07 -0.06 -0.8916
C 3.098273 -0.157552 2.593965 0.01 -0.04 0.00 -1.0560
Se 2.772911 0.574545 0.789842 -0.13 0.01 0.00 0.5950
C 4.385018 -0.160040 -0.006992 -0.06 -0.05 -0.05 -1.3062
H 0.826317 1.450759 4.408098 0.02 -0.03 -0.02 0.5180
H -0.418026 2.148765 3.357876 0.00 0.02 -0.01 0.2172
H 1.288762 2.133035 2.817920 -0.02 0.02 -0.01 0.3497
H 1.877299 -1.921541 2.996321 0.04 -0.06 -0.07 0.3666
H 1.908227 -0.743594 4.302826 0.01 -0.01 0.00 0.6625
H 3.936691 -0.845322 2.491906 0.00 0.02 0.01 0.5808
H 3.429826 0.687099 3.193187 -0.02 0.01 0.00 0.5317
H 4.381248 -1.245636 0.021926 0.00 0.00 -0.02 0.4093
H 5.203207 0.244702 0.584251 0.00 -0.01 -0.01 0.4777
H 4.457260 0.200886 -1.026492 0.00 0.00 -0.02 0.3554
Se -2.637731 3.925329 2.203342 -0.01 0.09 -0.05 0.3279
N -1.545396 5.164547 1.593453 -0.05 -0.01 0.11 -0.7299
C -0.631408 4.548864 0.870638 0.03 0.02 -0.11 0.5329
C 0.427311 5.202316 0.172428 -0.04 -0.05 0.02 -0.6151
C 1.244840 4.419348 -0.572494 -0.06 -0.06 -0.05 -1.2691
C 1.040586 3.009042 -0.606657 0.18 0.05 -0.10 -0.5434
N 0.118105 2.344628 0.040618 0.12 -0.23 0.30 1.0168
C -0.760901 3.113552 0.777995 0.03 0.10 -0.06 0.2924
N -1.780622 2.586650 1.419675 0.05 0.01 0.27 -0.3908
H 0.538111 6.276077 0.241539 0.00 0.00 0.00 0.5016
H 2.055379 4.833267 -1.155074 0.00 0.01 0.02 0.4707
H 1.704056 2.418996 -1.233322 0.00 -0.01 0.08 0.5706
C 0.865913 -4.868801 -0.206936 -0.01 -0.01 0.01 -0.9422
C 1.901967 -4.122603 0.327882 0.01 0.02 0.01 -1.1621
C 1.761724 -2.749636 0.505202 -0.06 -0.03 0.02 -0.2521
C 0.584997 -2.087329 0.159549 0.06 0.01 0.02 1.7141
C -0.439184 -2.851428 -0.404131 0.08 -0.05 -0.20 -0.6496
C -0.302452 -4.223083 -0.578740 0.01 -0.02 -0.02 -0.7878
H 0.970842 -5.936334 -0.343062 0.00 0.00 0.00 0.4262
H 2.832193 -4.602099 0.605227 0.00 0.00 0.00 0.4736
H 2.613790 -2.212832 0.890182 0.05 0.08 0.11 0.5018
H -1.355576 -2.393327 -0.750494 0.16 -0.12 -0.12 0.7837
H -1.117718 -4.783491 -1.018035 0.00 0.00 -0.01 0.4861
C -1.399939 0.226587 -3.465453 0.03 -0.01 0.02 -1.1735
C -0.186045 0.860692 -2.816990 0.02 0.02 0.02 -0.3988
O 0.597266 -0.051324 -1.996818 -0.12 -0.02 -0.17 0.2769
C 1.144962 -1.127848 -2.831569 -0.01 0.06 0.06 -0.6411
C 2.620226 -1.304807 -2.619493 0.00 0.00 0.03 -1.0405
H -1.955498 0.996408 -4.002917 -0.01 0.01 0.03 0.4326
H -2.067612 -0.240397 -2.743404 0.01 0.02 0.06 0.2521
H -1.119709 -0.531223 -4.194037 -0.01 0.00 -0.03 0.4283
H -0.442348 1.688993 -2.161995 -0.12 -0.10 -0.12 0.2443
H 0.482521 1.256428 -3.586512 0.04 -0.01 0.02 0.3733
H 0.957409 -0.844031 -3.864288 0.00 -0.01 -0.02 0.6978
H 0.596982 -2.041627 -2.625181 -0.07 -0.05 0.06 0.2311
H 3.161496 -0.383792 -2.837406 0.01 0.02 0.00 0.2733
H 2.980435 -2.074876 -3.303067 0.00 0.01 0.00 0.4808
H 2.828931 -1.640265 -1.608917 0.05 0.00 0.06 -0.0134
F -6.374665 -0.634138 1.812401 -0.01 0.01 0.00 -0.2422
C -6.007606 -0.400380 0.549155 0.02 0.00 0.01 0.6637
F -6.467670 -1.397261 -0.211279 0.00 0.00 0.00 -0.2296
F -6.577317 0.735910 0.145812 -0.01 0.02 0.00 -0.2619
C -4.497623 -0.326232 0.444886 -0.02 -0.04 0.00 0.1220
C -3.721736 -1.289966 1.075807 -0.11 0.02 0.04 -1.2752
C -2.356244 -1.230340 0.944948 0.02 0.12 0.04 -0.6558
N -1.733591 -0.273900 0.225306 -0.03 0.09 0.06 1.4952
C -2.491062 0.658248 -0.356587 -0.14 -0.05 -0.08 -0.9976
C -3.875761 0.664091 -0.283448 0.15 -0.03 -0.05 -1.1330
H -4.173203 -2.076235 1.664836 0.01 -0.01 0.00 0.5462
H -1.731998 -1.989712 1.389112 -0.03 0.11 0.13 0.6765
H -1.980332 1.440775 -0.892857 -0.01 -0.11 -0.04 0.7432
H -4.436866 1.445101 -0.775862 -0.02 -0.02 -0.03 0.6470
```
Positions in Å, forces in eV/Å.